Entry 1:
{"formula": "C38H44GeN14O3PTi", "method": "ωB97M-V/def2-TZVPD", "max_force_ev_per_a": 1.7, "spin_multiplicity": 1, "e_above_lowest_kj_mol": 357.8, "total_charge": -1, "e_tot_ev": -156037.096, "species": ["Ti", "O", "C", "C", "C", "C", "C", "C", "N", "H", "H", "H", "H", "H", "H", "H", "N", "N", "C", "N", "N", "N", "O", "O", "H", "H", "H", "H", "H", "N", "C", "N", "C", "N", "C", "C", "N", "C", "C", "N", "H", "H", "H", "H", "H", "C", "N", "C", "N", "C", "N", "C", "P", "C", "C", "H", "H", "H", "H", "H", "H", "H", "H", "H", "H", "H", "H", "C", "Ge", "C", "C", "C", "C", "C", "C", "C", "C", "C", "C", "C", "C", "C", "C", "C", "C", "C", "C", "H", "H", "H", "H", "H", "H", "H", "H", "H", "H", "H", "H", "H", "H", "H"], "coordinates": [[0.44, 1.33, -0.08], [1.32, -0.36, 1.22], [0.37, -1.24, 1.79], [-0.96, -1.23, 1.05], [-1.92, -2.13, 1.27], [-3.13, -2.31, 0.41], [-3.16, -0.85, -1.16], [-1.92, 0.01, -1.02], [-0.99, -0.21, 0.08], [1.84, -0.83, 0.50], [0.23, -0.93, 2.82], [0.77, -2.26, 1.79], [-1.75, -2.85, 2.06], [-3.72, -3.16, 0.76], [-3.73, -0.51, -2.02], [-2.12, 1.07, -1.17], [2.50, -1.33, -1.03], [3.66, -0.60, -1.40], [3.72, 0.70, -0.83], [5.02, 1.20, -0.67], [2.62, 1.32, -0.51], [2.62, 2.57, -0.03], [3.67, 3.33, 0.24], [1.42, 2.83, 0.63], [2.68, -2.31, -1.19], [1.67, -1.03, -1.55], [3.74, -0.55, -2.42], [5.60, 1.00, -1.47], [4.95, 2.20, -0.45], [-2.58, 4.01, 1.36], [-1.97, 2.85, 1.61], [-1.21, 2.54, 0.58], [-1.39, 3.60, -0.31], [-2.23, 4.52, 0.16], [-0.71, 3.52, -1.55], [-0.81, 4.47, -2.57], [-0.23, 4.37, -3.74], [0.53, 3.22, -3.88], [0.70, 2.29, -2.92], [0.08, 2.38, -1.69], [-3.19, 4.52, 1.97], [-2.09, 2.28, 2.51], [-1.44, 5.34, -2.39], [1.04, 3.11, -4.83], [1.33, 1.42, -3.08], [3.29, 2.22, 5.59], [3.56, 2.82, 4.29], [3.08, 4.19, 4.30], [1.67, 4.33, 4.68], [1.47, 3.67, 5.97], [1.89, 2.28, 6.02], [1.06, 1.46, 5.12], [1.09, 1.96, 3.32], [2.94, 2.06, 3.19], [0.79, 3.76, 3.65], [3.89, 2.75, 6.34], [3.61, 1.17, 5.57], [3.22, 4.62, 3.31], [3.67, 4.76, 5.03], [0.41, 3.73, 6.24], [2.05, 4.22, 6.72], [0.03, 1.48, 5.48], [1.40, 0.42, 5.20], [3.21, 2.54, 2.25], [3.35, 1.05, 3.17], [-0.25, 3.91, 3.95], [0.95, 4.29, 2.71], [-0.51, -0.49, -1.36], [-0.94, -2.37, -1.79], [-2.81, -2.36, -1.13], [-3.96, -1.02, 0.16], [-5.41, -1.31, -0.08], [-5.89, -2.24, -0.91], [-5.12, -3.15, -1.77], [-3.79, -3.20, -1.89], [0.12, -3.91, -1.23], [1.28, -4.25, -1.94], [2.08, -5.32, -1.56], [1.72, -6.08, -0.45], [0.57, -5.78, 0.25], [-0.22, -4.70, -0.14], [-1.09, -2.44, -3.74], [-1.49, -1.28, -4.41], [-1.71, -1.28, -5.78], [-1.53, -2.44, -6.51], [-1.12, -3.60, -5.86], [-0.90, -3.60, -4.49], [-3.83, -0.23, 0.90], [-6.13, -0.71, 0.47], [-6.97, -2.34, -0.98], [-5.71, -3.82, -2.38], [-3.39, -3.91, -2.61], [1.56, -3.68, -2.82], [2.97, -5.56, -2.12], [2.35, -6.91, -0.14], [0.28, -6.37, 1.11], [-1.13, -4.49, 0.41], [-1.62, -0.35, -3.85], [-2.02, -0.37, -6.27], [-1.69, -2.45, -7.58], [-0.97, -4.51, -6.43], [-0.59, -4.51, -4.00]], "mulliken_charge": [0.051, -0.270, -1.999, 0.733, -1.895, -0.200, -1.438, -0.243, 2.110, 0.277, 0.186, 0.522, 0.377, 0.531, 0.251, 0.641, 0.040, -0.713, 0.502, -0.616, -0.142, -0.302, -1.012, -0.321, 0.286, -0.231, 0.238, 0.219, 0.380, 0.168, -0.963, 0.806, 0.649, -1.058, -0.133, -0.563, -0.788, -0.613, -0.606, 1.625, 0.215, 0.677, 0.442, 0.360, 0.261, -0.988, 0.107, -0.958, 0.094, -0.947, 0.084, -1.359, 1.497, -1.073, -1.290, 0.322, 0.410, 0.449, 0.275, 0.386, 0.314, 0.446, 0.369, 0.534, 0.343, 0.397, 0.466, -1.638, 3.685, 1.303, 0.486, -1.152, -0.562, -0.661, -0.847, 0.673, -0.705, -0.645, -0.636, -0.825, -0.236, 0.005, -0.683, -1.014, -0.472, -0.704, -0.544, 0.507, 0.385, 0.386, 0.404, 0.323, 0.623, 0.410, 0.378, 0.434, 0.179, 0.257, 0.447, 0.376, 0.406, 0.337]}

Entry 2:
{"formula": "C5H13N", "method": "ωB97M-V/def2-TZVPD", "max_force_ev_per_a": 5.3, "spin_multiplicity": 1, "e_above_lowest_kj_mol": 198.8, "total_charge": 0, "smiles": "CC(C)CCN", "e_tot_ev": -6884.137, "species": ["C", "C", "C", "C", "C", "N", "H", "H", "H", "H", "H", "H", "H", "H", "H", "H", "H", "H", "H"], "coordinates": [[-0.41, -0.36, 0.38], [1.61, 0.84, -0.79], [-0.21, 0.74, -0.54], [-0.05, -1.75, -0.07], [-2.27, -0.26, 0.57], [2.31, 1.40, 0.32], [-0.03, -0.15, 1.38], [2.41, 0.74, 1.08], [1.85, 2.23, 0.67], [2.03, -0.13, -1.08], [1.68, 1.48, -1.67], [-0.47, 1.72, -0.14], [-0.64, 0.59, -1.53], [-0.34, -1.93, -1.11], [1.03, -1.93, 0.03], [-0.55, -2.49, 0.56], [-2.71, -1.25, 0.48], [-2.81, 0.38, -0.14], [-2.42, 0.11, 1.59]], "mulliken_charge": [0.626, -0.705, -0.936, -1.492, -1.127, -0.523, 0.220, 0.255, 0.252, 0.342, 0.313, 0.321, 0.375, 0.277, 0.371, 0.434, 0.359, 0.332, 0.308]}

Entry 3:
{"formula": "H14O7", "method": "ωB97M-V/def2-TZVPD", "max_force_ev_per_a": 6.0, "spin_multiplicity": 1, "e_above_lowest_kj_mol": 443.5, "total_charge": 0, "smiles": "O.O.O.O.O.O.O", "e_tot_ev": -14556.865, "species": ["H", "H", "H", "H", "H", "H", "H", "H", "H", "H", "H", "H", "H", "H", "O", "O", "O", "O", "O", "O", "O"], "coordinates": [[-0.36, -0.32, -0.68], [0.68, -1.34, -0.95], [2.91, 2.88, 0.54], [1.66, 2.23, 0.71], [3.24, -1.78, -0.40], [4.56, -1.05, -0.41], [-4.29, -2.60, -0.13], [-3.40, -2.38, -1.33], [-0.12, -1.96, 1.21], [-1.39, -2.55, 1.71], [-1.78, 2.82, -0.07], [-2.48, 3.33, 1.21], [0.19, 1.39, -0.10], [0.02, 2.11, -1.46], [0.13, -0.67, -1.41], [2.51, 2.14, 1.03], [4.21, -1.89, -0.36], [-3.56, -2.02, -0.40], [-0.44, -2.43, 1.99], [-2.56, 2.86, 0.39], [0.27, 1.24, -1.06]], "mulliken_charge": [0.344, 0.258, 0.313, 0.276, 0.316, 0.303, 0.310, 0.329, 0.257, 0.349, 0.280, 0.318, 0.285, 0.251, -0.576, -0.579, -0.621, -0.633, -0.642, -0.598, -0.542]}

Entry 4:
{"formula": "C27H34FLuNO2S", "method": "ωB97M-V/def2-TZVPD", "max_force_ev_per_a": 5.8, "spin_multiplicity": 1, "e_above_lowest_kj_mol": 1181.6, "total_charge": 3, "e_tot_ev": -81263.354, "species": ["C", "C", "C", "O", "O", "C", "C", "C", "C", "C", "C", "C", "C", "C", "C", "C", "C", "C", "C", "C", "C", "C", "C", "S", "C", "C", "F", "C", "C", "C", "C", "N", "H", "H", "H", "H", "H", "H", "H", "H", "H", "H", "H", "H", "H", "H", "H", "H", "H", "H", "H", "H", "H", "H", "H", "H", "H", "H", "H", "H", "H", "H", "H", "H", "H", "H", "Lu"], "coordinates": [[2.24, 0.76, 3.57], [2.96, -0.16, 4.38], [2.68, -1.75, 4.43], [3.56, -2.59, 4.75], [1.39, -2.28, 4.13], [1.30, -2.73, 2.74], [0.34, -4.01, 2.55], [-1.23, -3.66, 2.74], [-1.73, -2.87, 1.39], [-2.18, -1.37, 1.77], [-2.91, -0.57, 0.57], [-2.13, 0.81, 0.34], [-2.78, 2.12, 0.89], [-2.05, 3.50, 0.75], [-0.64, 3.67, 0.03], [-0.03, 2.37, -0.53], [-0.75, 0.92, -0.40], [-0.09, -0.46, -0.99], [0.12, -0.45, -2.59], [-0.02, -1.93, -3.26], [-1.49, -2.00, -3.92], [-2.10, -3.50, -3.99], [-2.13, -4.21, -2.53], [1.62, 2.42, -1.37], [2.07, 4.20, -1.41], [3.38, 4.61, -2.13], [4.17, 3.62, -2.78], [3.92, 6.08, -2.21], [3.01, 7.14, -1.47], [1.68, 6.73, -0.77], [1.16, 5.24, -0.71], [-0.09, 5.03, 0.03], [1.95, 0.58, 2.45], [1.87, 1.73, 4.07], [3.78, 0.27, 5.06], [2.38, -3.01, 2.42], [0.99, -1.85, 2.04], [0.60, -4.81, 3.32], [0.58, -4.47, 1.52], [-1.85, -4.63, 2.78], [-1.39, -2.98, 3.64], [-0.86, -2.93, 0.65], [-2.63, -3.41, 0.91], [-2.88, -1.41, 2.69], [-1.23, -0.80, 2.12], [-3.07, -1.19, -0.38], [-3.96, -0.28, 0.97], [-3.79, 2.11, 1.44], [-2.58, 4.41, 1.21], [-0.73, -1.40, -0.76], [0.92, -0.64, -0.41], [-0.50, 0.34, -3.15], [1.23, -0.15, -2.77], [0.73, -2.02, -4.12], [0.21, -2.76, -2.50], [-1.38, -1.66, -5.02], [-2.20, -1.28, -3.36], [-3.16, -3.41, -4.43], [-1.46, -4.07, -4.75], [-3.16, -4.67, -2.28], [-1.32, -5.02, -2.53], [-1.81, -3.41, -1.77], [4.90, 6.37, -2.72], [3.38, 8.23, -1.47], [1.08, 7.57, -0.27], [0.02, 5.35, 1.01], [2.07, 0.59, 0.37]], "mulliken_charge": [0.289, -0.225, 0.532, -0.411, -0.310, 0.290, -0.864, -0.790, 0.077, -0.518, -0.672, -0.339, -0.959, -0.596, 0.166, 0.718, 0.895, 0.903, -0.502, -0.628, -0.699, -0.659, -0.318, -0.079, 0.393, 0.309, -0.250, -0.590, -0.375, -0.571, 0.193, -0.172, -0.851, 0.417, 0.432, 0.560, -0.438, 0.403, 0.346, 0.319, 0.404, -0.144, 0.428, 0.535, 0.005, 0.311, 0.504, 0.368, 0.411, -1.172, -0.075, 0.493, 0.150, 0.442, 0.360, 0.359, 0.283, 0.322, 0.314, 0.342, 0.285, -0.306, 0.406, 0.372, 0.386, 0.371, 1.420]}

Entry 5:
{"formula": "C2H2OS2", "method": "ωB97M-V/def2-TZVPD", "max_force_ev_per_a": 5.1, "spin_multiplicity": 1, "e_above_lowest_kj_mol": 521.9, "total_charge": 0, "e_tot_ev": -25818.333, "species": ["C", "C", "O", "S", "S", "H", "H"], "coordinates": [[0.40, -0.67, 0.72], [-0.31, 0.22, 1.23], [-0.33, 0.10, -1.70], [0.87, -0.83, -1.28], [-0.56, 1.58, -1.14], [0.95, -1.45, 0.96], [-1.02, 1.05, 1.22]], "mulliken_charge": [-0.452, -0.193, -0.199, 0.138, -0.067, 0.394, 0.379]}